Formula: C2H2NO3
Source: OMol25
Level of theory: ωB97M-V with the def2-TZVPD basis set

Properties
LUMO level, eV: 4.2
Total energy, eV: -9740.0028
Total charge: -1
HOMO energy, eV: -5.66
ΔE to the lowest compared entry with this formula, charge and spin, kJ/mol: 159.2
Orbital gap, eV: 9.9

Last column: Mulliken charge in e.
Atoms and positions in Å:
C 0.62 -2.15 -0.22  -0.219
C 1.40 0.36 0.09  0.542
N 0.89 -1.08 0.20  -0.060
O 0.43 1.11 -0.01  -0.694
O -2.20 0.61 -0.25  -0.653
O 2.60 0.45 -0.06  -0.612
H -1.32 0.65 -0.34  0.402
H -2.42 0.04 0.59  0.294

Formula: C2H2NO3
Source: OMol25
Level of theory: ωB97M-V with the def2-TZVPD basis set

Properties
LUMO level, eV: 4.4
Total energy, eV: -9738.2143
Total charge: -1
HOMO energy, eV: -4.26
ΔE to the lowest compared entry with this formula, charge and spin, kJ/mol: 331.8
Orbital gap, eV: 8.6
SMILES string: C=[N+]([O-])C(=O)[O-]

Last column: Mulliken charge in e.
Atoms and positions in Å:
C -1.02 -0.13 -0.46  -0.503
N 0.02 -0.50 0.25  0.539
O 0.05 -1.60 0.89  -0.695
C 1.11 0.59 0.36  0.536
O 0.66 1.64 0.90  -0.664
O 2.13 0.16 -0.18  -0.656
H -1.84 -0.96 -0.71  0.234
H -1.12 0.82 -1.06  0.211